(one)
Molecular formula: C3H6N2
Method: DFT, ωB97M-V/def2-TZVPD

HOMO energy   -10.556 eV
Molar mass   70.1 g mol⁻¹
HOMO-LUMO gap   0.418 hartree
LUMO   0.81 eV

Geometry as ORCA input:
```
! RIJCOSX wB97M-V def2-TZVPD def2/J DEFGRID3
* xyz 0 1
C 1.4478 -0.4208 -0.3782
N 0.2907 0.1700 0.2576
C -0.1168 1.3337 -0.0208
C -3.1300 -1.0435 0.2922
N -2.0402 -1.0626 0.7361
H 1.0737 -1.2230 -1.0255
H 2.0700 -0.8909 0.3886
H 2.0484 0.2752 -0.9804
H -1.0396 -0.8010 0.8429
H -1.0661 1.6601 0.4122
H 0.4061 2.0294 -0.6876
*
```

(two)
Molecular formula: C3H6N2
Method: DFT, ωB97M-V/def2-TZVPD

SMILES string   C=NN1CC1
HOMO energy   -9.231 eV
Molar mass   70.1 g mol⁻¹
HOMO-LUMO gap   0.383 hartree
LUMO   1.20 eV

Geometry as ORCA input:
```
! RIJCOSX wB97M-V def2-TZVPD def2/J DEFGRID3
* xyz 0 1
C -0.1563 0.7560 1.7791
N 0.7513 0.2654 1.0369
N 0.6024 0.4266 -0.3371
C 0.6994 -0.8027 -1.0978
C -0.6056 -0.0845 -0.9674
H -1.0677 1.2155 1.3832
H 0.0077 0.7086 2.8513
H 0.8359 -1.7079 -0.5176
H 1.2944 -0.7540 -2.0055
H -0.9957 0.5218 -1.7913
H -1.3657 -0.5447 -0.3338
*
```

(three)
Molecular formula: C3H6N2
Method: DFT, ωB97M-V/def2-TZVPD

SMILES string   C=NN1CC1
HOMO energy   -8.573 eV
Molar mass   70.1 g mol⁻¹
HOMO-LUMO gap   0.351 hartree
LUMO   0.99 eV

Geometry as ORCA input:
```
! RIJCOSX wB97M-V def2-TZVPD def2/J DEFGRID3
* xyz 0 1
C -0.0710 -0.4847 1.7693
N -0.2058 0.6872 1.3247
N -0.3545 0.9827 -0.0022
C 0.7655 0.5626 -1.0385
C -0.6197 0.0173 -1.0566
H -0.0673 -0.5855 2.8717
H 0.1724 -1.4684 1.1868
H 0.7427 1.3179 -1.9927
H 1.6011 -0.2359 -0.7158
H -1.2599 0.2187 -1.7861
H -0.7034 -1.0119 -0.5605
*
```

(four)
Molecular formula: C3H6N2
Method: DFT, ωB97M-V/def2-TZVPD

SMILES string   C=C/C=N/N
HOMO energy   -8.301 eV
Molar mass   70.1 g mol⁻¹
HOMO-LUMO gap   0.347 hartree
LUMO   1.13 eV

Geometry as ORCA input:
```
! RIJCOSX wB97M-V def2-TZVPD def2/J DEFGRID3
* xyz 0 1
C -2.2556 0.0993 -0.1830
C -1.0654 -0.4923 -0.0257
C 0.2133 0.1856 -0.0196
N 1.2509 -0.5709 -0.1789
N 2.4380 0.0504 -0.1718
H -3.1049 -0.4918 -0.0216
H -2.3671 1.1734 -0.2132
H -1.0554 -1.6139 0.2507
H 0.3303 1.3305 0.2240
H 2.5420 0.9953 0.1973
H 3.0740 -0.6656 0.1418
*
```

Quick ranking, most stable first: (one), (four), (two), (three).

(one)
Molecular formula: C22H68N16O10
Method: DFT, ωB97M-V/def2-TZVPD

SMILES string   COC[C@H](C)N.COC[C@H](C)N.COC[C@H](C)N.COC[C@H](C)N.NC(N)=O.NC(N)=O.NC(N)=O.NC(N)=O.NC(N)=O.NC(N)=O
HOMO energy   -8.945 eV
Molar mass   716.9 g mol⁻¹
HOMO-LUMO gap   0.337 hartree
LUMO   0.23 eV

Geometry as ORCA input:
```
! RIJCOSX wB97M-V def2-TZVPD def2/J DEFGRID3
* xyz 0 1
C 4.5940 -2.2643 5.6335
O 4.3214 -3.1988 4.5954
C 3.0259 -2.9633 4.0670
C 2.8326 -3.6852 2.7354
C 3.9557 -3.2405 1.7892
N 1.5711 -3.4317 2.0146
H 3.8592 -2.2588 6.4441
H 4.5434 -1.2320 5.2715
H 5.5879 -2.3999 6.0534
H 2.2851 -3.3389 4.7783
H 2.8867 -1.8993 3.8525
H 2.9169 -4.7719 2.7809
H 4.0370 -3.5886 0.7529
H 4.9630 -3.5306 2.1038
H 4.0508 -2.1804 1.5369
H 1.4696 -2.4456 1.7962
H 1.4385 -3.8895 1.1245
C 5.6020 2.9565 0.7247
O 6.0879 1.7975 0.0850
C 5.2557 0.6424 0.1594
C 3.9456 0.6903 -0.7115
C 3.7652 -0.7549 -1.1490
N 4.0228 1.3998 -2.0114
H 6.2513 3.8251 0.6052
H 5.5923 2.7210 1.7930
H 4.6403 3.3627 0.3983
H 5.8832 -0.1438 -0.2677
H 5.1649 0.2873 1.1907
H 3.0813 0.9420 -0.0989
H 4.4270 -0.9743 -1.9861
H 2.6997 -0.8818 -1.3419
H 4.0516 -1.4602 -0.3672
H 3.8557 2.3943 -1.8753
H 5.0105 1.4393 -2.2548
C -3.9655 -1.4116 -2.8345
O -5.2379 -1.1002 -3.3702
C -5.6410 0.2600 -3.2050
C -7.1076 0.3962 -3.7474
C -8.0451 -0.7483 -3.4316
N -6.9938 0.6133 -5.1940
H -3.2194 -0.7191 -3.2420
H -3.6043 -2.3698 -3.2032
H -4.0310 -1.2552 -1.7570
H -5.6449 0.6762 -2.1917
H -4.9660 0.8958 -3.7818
H -7.5386 1.3547 -3.4388
H -7.5289 -1.6428 -3.7858
H -9.0083 -0.6836 -3.9376
H -8.3184 -0.9149 -2.3892
H -6.3921 -0.1863 -5.4018
H -6.3654 1.3721 -5.4296
C -3.6227 3.4238 3.3565
O -2.5949 4.3132 2.9881
C -1.3351 3.6351 2.9016
C -0.3066 4.5752 2.2027
C -0.7620 4.9371 0.7787
N 1.1236 4.2483 2.2859
H -3.7253 2.5000 2.7735
H -4.6126 3.8734 3.3539
H -3.4053 2.9499 4.3225
H -1.0850 3.5475 3.9665
H -1.3877 2.6201 2.4970
H -0.4694 5.5034 2.7609
H -0.4952 4.1422 0.0780
H -0.2195 5.8391 0.4891
H -1.8169 5.1839 0.6760
H 1.3255 4.1175 3.2749
H 0.9804 3.2626 2.0433
N 0.9578 -5.6326 -1.3297
C 0.4527 -4.4150 -1.6706
N -0.0247 -4.3774 -2.9402
O 0.4885 -3.4437 -0.9152
H 1.4130 -5.6450 -0.4333
H 0.8277 -6.4204 -1.9339
H 0.3396 -3.5338 -3.3810
H 0.1470 -5.2148 -3.4702
N -3.5266 -2.4310 2.8305
C -2.2593 -2.3405 2.4133
N -1.4986 -3.4315 2.5806
O -1.7399 -1.3297 1.9128
H -4.0835 -1.6232 2.6098
H -3.7922 -3.3578 3.1072
H -1.9329 -4.2049 3.0546
H -0.4961 -3.3842 2.4488
N 1.2432 -0.0216 -3.9243
C 0.6450 -1.0423 -4.5991
N -0.5146 -0.6500 -5.0833
O 1.0185 -2.2198 -4.5478
H 0.9535 0.9385 -3.9364
H 1.9882 -0.3145 -3.3110
H -1.0971 -1.3455 -5.5232
H -0.8382 0.3045 -5.1266
N -0.6569 4.1573 -4.9640
C -0.5229 3.0098 -4.2222
N 0.3082 3.1963 -3.1964
O -1.0285 1.9255 -4.5355
H -1.2502 4.0996 -5.7757
H -0.6006 5.0534 -4.5141
H 0.4867 4.1161 -2.8371
H 0.4020 2.3916 -2.5637
N -0.6946 -0.8603 -1.1751
C -0.0352 0.2459 -0.6781
N 0.4594 -0.0257 0.5115
O -0.0248 1.3524 -1.2424
H -0.3337 -1.7182 -0.7622
H -0.7887 -0.6213 -2.1550
H -0.0954 -0.7100 1.0110
H 0.8127 0.7192 1.0939
N 0.9629 1.7672 5.1688
C 0.6957 0.9565 4.1077
N -0.3085 0.0982 4.3959
O 1.2890 0.9837 3.0394
H 0.8876 1.2556 6.0309
H 1.3377 2.6855 5.0261
H -0.7083 -0.4240 3.6241
H -0.9235 0.3494 5.1498
*
```

(two)
Molecular formula: C22H68N16O10
Method: DFT, ωB97M-V/def2-TZVPD

SMILES string   COC[C@H](C)N.COC[C@H](C)N.COC[C@H](C)N.COC[C@H](C)N.NC(N)=O.NC(N)=O.NC(N)=O.NC(N)=O.NC(N)=O.NC(N)=O
HOMO energy   -8.985 eV
Molar mass   716.9 g mol⁻¹
HOMO-LUMO gap   0.334 hartree
LUMO   0.09 eV

Geometry as ORCA input:
```
! RIJCOSX wB97M-V def2-TZVPD def2/J DEFGRID3
* xyz 0 1
C 4.0455 4.3943 -3.6874
O 2.6884 4.0356 -3.6342
C 2.2670 3.6185 -4.9182
C 0.7561 3.3447 -4.9113
C 0.5405 2.1556 -3.9882
N 0.3963 2.9710 -6.2885
H 4.4069 4.7106 -2.7113
H 4.1937 5.2522 -4.3582
H 4.7283 3.6480 -4.1098
H 2.4837 4.3749 -5.6879
H 2.8576 2.7653 -5.2671
H 0.1078 4.1782 -4.6356
H -0.5205 2.1815 -3.7001
H 1.0429 2.2285 -3.0222
H 0.6530 1.1367 -4.3583
H -0.5985 2.7983 -6.3860
H 0.5644 3.7785 -6.8832
C -0.2217 -3.9997 -3.5546
O 0.0966 -2.8260 -2.8198
C -0.4412 -1.6271 -3.3534
C -1.9934 -1.5601 -3.4279
C -2.6246 -0.3500 -4.1374
N -2.6060 -1.7584 -2.1118
H 0.3818 -4.8163 -3.1630
H 0.1044 -3.8791 -4.5938
H -1.2916 -4.2002 -3.5154
H -0.1643 -0.8484 -2.6398
H -0.0774 -1.5510 -4.3850
H -2.3979 -2.4343 -3.9519
H -2.5216 -0.3812 -5.2212
H -2.2225 0.5675 -3.7047
H -3.6903 -0.3804 -3.9155
H -2.2202 -1.1726 -1.3687
H -2.2582 -2.6707 -1.8131
C 1.9585 3.3953 0.0425
O 1.9255 4.7662 -0.2238
C 0.6232 5.3225 -0.1894
C -0.1254 5.3363 -1.5297
C 0.5136 6.4472 -2.3874
N -1.5522 5.6246 -1.3174
H 1.5934 2.8026 -0.8091
H 1.3811 3.0165 0.8953
H 3.0002 3.1056 0.1938
H 0.0083 4.9146 0.6232
H 0.7910 6.3340 0.1994
H 0.0282 4.3920 -2.0559
H 0.1535 6.4825 -3.4157
H 1.6021 6.3246 -2.3814
H 0.4367 7.4390 -1.9310
H -1.8954 5.7343 -2.2666
H -1.5988 6.5273 -0.8563
C -1.8169 1.4594 -0.8718
O -1.8512 0.3515 0.0237
C -0.6222 0.1179 0.7069
C -0.7437 -0.8770 1.8212
C -1.5412 -0.3835 3.0169
N 0.5243 -1.4595 2.2229
H -1.4449 2.3172 -0.3104
H -2.8621 1.6145 -1.1413
H -1.2936 1.2124 -1.7973
H 0.0932 -0.2746 -0.0301
H -0.2843 1.0990 1.0689
H -1.2901 -1.7000 1.3258
H -1.6306 -1.1774 3.7612
H -2.5505 -0.1202 2.7148
H -0.9706 0.4209 3.4849
H 0.5775 -1.8908 3.1337
H 0.9712 -2.0308 1.5208
N 4.9302 1.0958 3.5682
C 3.9633 0.1575 3.4381
N 2.8002 0.6038 2.8788
O 4.1270 -1.0003 3.8431
H 4.7711 2.0448 3.2954
H 5.7007 0.8308 4.1562
H 2.0752 -0.0298 2.5583
H 2.7403 1.5981 2.7727
N -6.3123 0.8059 2.2214
C -5.0572 1.1590 1.8177
N -4.4062 0.2106 1.1033
O -4.5115 2.2262 2.1151
H -6.5911 -0.1464 2.0900
H -6.9930 1.5092 2.4340
H -4.9148 -0.5749 0.7409
H -3.4479 0.3547 0.7820
N 0.8918 -4.9723 3.9931
C 1.5195 -3.7821 4.2461
N 2.6241 -3.5884 3.4855
O 1.0572 -2.9368 5.0167
H 0.1280 -5.2492 4.5900
H 1.4034 -5.7121 3.5498
H 3.1112 -4.3302 3.0338
H 2.9913 -2.6462 3.6434
N -1.3053 -2.9272 6.5099
C -1.1988 -2.9857 7.8573
N -2.3506 -2.8474 8.5555
O -0.1062 -3.1608 8.4089
H -0.4701 -3.1112 5.9470
H -2.2142 -2.8484 6.0935
H -2.2467 -2.7025 9.5437
H -3.2055 -2.5796 8.1075
N -1.6687 -4.8113 -0.6249
C -1.8232 -4.9951 0.7107
N -0.6663 -4.8510 1.4164
O -2.8141 -5.5433 1.1987
H -0.8110 -4.4248 -0.9821
H -2.4571 -5.0224 -1.2081
H 0.2018 -4.4818 1.0443
H -0.7210 -4.8192 2.4172
N 2.2216 -2.5399 -1.0769
C 2.5246 -3.6672 -0.3751
N 3.7671 -3.6479 0.1770
O 1.6938 -4.5559 -0.1454
H 1.3917 -2.5404 -1.6788
H 2.7697 -1.7015 -1.0753
H 4.3538 -2.8974 -0.1268
H 3.9612 -4.2946 0.9154
*
```

Quick ranking, most stable first: (two), (one).

(one)
Molecular formula: C2H3F2N
Method: DFT, ωB97M-V/def2-TZVPD

SMILES string   [H]/N=C/C(F)F
HOMO energy   -10.323 eV
Molar mass   79.0 g mol⁻¹
HOMO-LUMO gap   0.413 hartree
LUMO   0.90 eV

Geometry as ORCA input:
```
! RIJCOSX wB97M-V def2-TZVPD def2/J DEFGRID3
* xyz 0 1
H -2.3406 0.4762 -0.0006
N -1.3542 0.4474 0.2615
C -0.4706 -0.1491 -0.3895
C 0.9001 -0.0167 0.2374
F 1.4221 1.1725 -0.0382
F 1.8135 -0.9735 -0.2028
H -0.8986 -0.7507 -1.2492
H 0.9283 -0.2061 1.3814
*
```

(two)
Molecular formula: C2H3F2N
Method: DFT, ωB97M-V/def2-TZVPD

HOMO energy (alpha / beta)   -9.943 / -9.109 eV
Molar mass   79.0 g mol⁻¹
HOMO-LUMO gap (alpha / beta)   0.358 / 0.305 hartree
LUMO (alpha / beta)   -0.21 / -0.80 eV

Geometry as ORCA input:
```
! RIJCOSX wB97M-V def2-TZVPD def2/J DEFGRID3
* xyz 0 1
C 1.4281 0.1315 0.0764
C -1.3849 -0.2492 -0.0073
N 0.8501 -0.9530 0.0187
F 2.7152 0.3323 -0.3264
F -1.1243 1.0339 -0.1631
H 0.7911 0.9712 0.3600
H -1.5954 -0.7390 -0.8447
H -1.6799 -0.5277 0.8864
*
```

Quick ranking, most stable first: (one), (two).

(one)
Molecular formula: C3H12IN6O3
Method: DFT, ωB97M-V/def2-TZVPD

HOMO energy   -4.538 eV
Molar mass   307.1 g mol⁻¹
HOMO-LUMO gap   0.275 hartree
LUMO   2.93 eV

Geometry as ORCA input:
```
! RIJCOSX wB97M-V def2-TZVPD def2/J DEFGRID3
* xyz -1 1
I 1.3823 1.6260 -0.0829
C -1.1445 -0.0807 2.8915
O -1.5909 -0.3527 4.0070
N -1.1510 1.1680 2.3637
N -0.5405 -1.0189 2.1085
H -0.6619 1.4026 1.5057
H -1.5930 1.8539 2.9463
H -0.2036 -0.7665 1.1932
H -0.5787 -1.9663 2.4277
C -1.6054 2.9240 -3.2822
O -0.8312 3.8684 -3.2163
N -2.7806 3.0604 -3.9831
N -1.5111 1.7947 -2.5208
H -3.4185 2.2874 -4.0216
H -3.0445 3.9685 -4.3069
H -0.6564 1.7821 -1.9681
H -2.3721 1.4064 -2.1896
C 2.3119 -2.9002 0.5120
O 1.1213 -2.9179 0.2488
N 3.1333 -1.8725 0.2363
N 2.8991 -3.9017 1.2426
H 3.9339 -1.8209 0.8419
H 2.6270 -1.0128 0.0563
H 2.4162 -4.7439 1.4793
H 3.8587 -3.7873 1.5107
*
```

(two)
Molecular formula: C3H12IN6O3
Method: DFT, ωB97M-V/def2-TZVPD

HOMO energy   -4.029 eV
Molar mass   307.1 g mol⁻¹
HOMO-LUMO gap   0.227 hartree
LUMO   2.16 eV

Geometry as ORCA input:
```
! RIJCOSX wB97M-V def2-TZVPD def2/J DEFGRID3
* xyz -1 1
I -3.3824 -1.5315 -0.1953
C -3.7860 1.6474 5.0671
O -3.8799 2.3350 6.0716
N -4.2165 0.3901 5.0234
N -3.4065 2.0363 3.8798
H -4.0990 -0.1296 4.1654
H -4.4170 -0.1238 5.8695
H -3.2696 1.5448 3.0081
H -3.2446 3.0289 3.7872
C 1.4382 -2.9037 -4.6841
O 1.5098 -2.9714 -5.9065
N 2.4746 -2.4811 -3.9626
N 0.4873 -3.3469 -3.9569
H 2.1231 -2.3452 -3.0255
H 3.1646 -1.9278 -4.4505
H -0.3313 -3.7431 -4.3962
H 0.2635 -2.7640 -3.1630
C 2.5069 2.0890 -0.4756
O 1.7888 3.0750 -0.4679
N 3.8388 2.1002 -0.3477
N 2.0704 0.8581 -0.6230
H 4.4652 1.3098 -0.4026
H 4.1844 2.9929 -0.0256
H 1.0703 0.7355 -0.5536
H 2.6468 0.1249 -0.2354
*
```

Quick ranking, most stable first: (one), (two).